No. 1
# C15H19CaINO5Te

A structure of composition C15H19CaINO5Te at a distorted geometry (wB97M-V/def2-TZVPD, OMol25).

Last column: Löwdin charge in e.
Cartesian coordinates (Å):
Ca  -0.637  1.334  0.815  1.070
O  1.990  1.303  0.207  -0.239
C  2.402  2.644  0.112  -0.218
C  1.540  3.580  0.970  -0.153
N  0.122  3.478  0.683  -0.304
C  -0.207  3.922  -0.654  -0.089
C  0.040  2.759  -1.661  -0.663
O  0.414  3.018  -2.794  0.036
O  -0.181  1.602  -1.186  -0.241
C  -0.633  4.088  1.761  -0.104
C  -0.571  3.138  3.008  -0.697
O  -0.597  3.651  4.117  0.016
O  -0.493  1.914  2.730  -0.216
H  1.171  1.291  -0.348  -0.048
H  3.432  2.697  0.479  0.126
H  2.385  2.972  -0.936  0.122
H  1.674  3.292  2.016  0.133
H  1.904  4.618  0.838  0.135
H  -1.276  4.152  -0.713  0.133
H  0.352  4.822  -0.962  0.133
H  -0.258  5.086  2.044  0.128
H  -1.689  4.177  1.477  0.129
I  -3.211  -1.248  0.870  0.520
C  -2.920  0.936  0.634  -0.776
H  -3.580  1.321  1.420  -0.093
H  -3.438  1.110  -0.314  -0.095
C  0.218  -2.156  -1.490  -0.393
Te  0.826  -1.376  0.436  1.368
C  0.093  -3.324  1.098  -0.426
C  0.092  -4.219  -0.100  -0.295
C  0.013  -5.599  0.026  -0.048
C  0.033  -6.413  -1.093  -0.101
C  0.149  -5.849  -2.351  -0.100
C  0.223  -4.472  -2.485  -0.045
C  0.180  -3.648  -1.368  -0.291
H  0.923  -1.833  -2.256  0.062
H  -0.773  -1.773  -1.742  0.059
H  -0.921  -3.228  1.493  0.002
H  0.735  -3.726  1.884  0.052
H  -0.050  -6.036  1.011  0.110
H  -0.017  -7.487  -0.985  0.095
H  0.201  -6.484  -3.225  0.095
H  0.334  -4.034  -3.466  0.111

Its HOMO energy is -4.63 eV. The value obtained for the LUMO energy is 0.0874 Eh. As for the total charge: -1. For the molar mass, the calculation gives 587.901 g/mol. Its energy above the lowest of the compared OMol25 structures with the same formula, charge and spin is 1.4725 eV. The orbital gap comes out at 7.011 eV.

No. 2
# C15H19Cl3N2O3S

An isolated molecule of C15H19Cl3N2O3S (wB97M-V/def2-TZVPD, OMol25).

Last column: Löwdin charge in e.
Cartesian coordinates (Å):
C  0.137  -3.945  -0.180  -0.052
C  -0.383  -3.227  -1.417  -0.202
H  -1.286  -3.705  -1.808  0.124
H  0.387  -3.193  -2.195  0.118
O  -0.767  -1.891  -1.091  -0.015
C  0.151  -0.937  -1.265  -0.430
O  1.226  -1.145  -1.790  0.083
C  -0.290  0.384  -0.803  -0.088
C  0.571  1.456  -0.682  -0.470
N  1.937  1.551  -0.835  0.002
C  2.828  0.588  -0.241  -0.498
N  2.799  0.603  1.200  0.082
C  2.280  -0.424  1.933  -0.520
O  1.820  -1.416  1.423  0.078
C  2.346  -0.182  3.422  0.010
H  1.791  0.718  3.679  0.085
H  3.381  -0.056  3.730  0.085
H  1.916  -1.032  3.943  0.085
H  3.165  1.420  1.667  0.120
H  2.520  -0.418  -0.566  0.120
C  4.248  0.862  -0.744  -1.510
Cl  4.295  0.814  -2.506  0.638
Cl  4.784  2.478  -0.196  0.611
Cl  5.359  -0.344  -0.078  0.628
H  2.271  2.505  -0.758  0.081
S  -0.272  2.911  -0.240  1.107
C  -1.800  2.077  -0.252  -0.484
C  -1.653  0.760  -0.529  -0.200
C  -2.842  -0.150  -0.580  -0.136
H  -2.624  -1.064  -0.029  0.116
C  -4.089  0.519  -0.001  -0.189
C  -4.238  1.943  -0.525  -0.197
C  -3.082  2.797  -0.006  -0.208
H  -3.064  3.771  -0.500  0.109
H  -3.206  2.978  1.068  0.117
H  -5.188  2.372  -0.203  0.109
H  -4.221  1.932  -1.616  0.120
H  -4.968  -0.073  -0.259  0.110
H  -4.012  0.548  1.088  0.119
H  -3.019  -0.436  -1.622  0.129
H  -0.653  -4.039  0.561  0.078
H  0.953  -3.376  0.257  0.058
H  0.492  -4.935  -0.452  0.077

The SMILES is CCOC(=O)c1c(N[C@H](NC(C)=O)C(Cl)(Cl)Cl)sc2c1CCCC2. Its HOMO energy is -7.90 eV. The value obtained for the LUMO energy is 0.0131 Eh. As for the total charge: 0. For the molar mass, the calculation gives 413.754 g/mol. Its energy above the lowest of the compared OMol25 structures with the same formula, charge and spin is 0.1717 eV. The orbital gap comes out at 8.259 eV.

No. 3
# C15H19ClOTi

A structure of composition C15H19ClOTi at a distorted geometry (wB97M-V/def2-TZVPD, OMol25).

Last column: Löwdin charge in e.
Cartesian coordinates (Å):
C  4.404  -3.821  0.334  -0.805
C  3.797  -5.133  0.820  -0.102
C  4.998  -3.995  -1.061  -0.096
C  5.450  -3.290  1.309  -0.103
Cl  2.991  -2.521  0.277  0.653
H  5.819  -4.723  -1.019  0.108
H  5.413  -3.060  -1.449  0.086
H  4.260  -4.383  -1.771  0.086
H  4.582  -5.893  0.916  0.107
H  3.057  -5.516  0.111  0.086
H  3.327  -5.017  1.801  0.086
H  6.272  -4.007  1.405  0.106
H  5.022  -3.140  2.305  0.086
H  5.876  -2.345  0.957  0.086
C  -1.616  -0.855  -1.430  -0.065
C  -0.421  -0.686  -2.189  -0.096
C  0.531  -1.661  -1.740  -0.123
H  -0.290  0.012  -3.024  0.145
C  -0.064  -2.385  -0.635  -0.130
C  -1.397  -1.882  -0.458  -0.083
H  -2.111  -2.238  0.282  0.147
H  -2.555  -0.341  -1.616  0.150
H  1.483  -1.901  -2.204  0.130
H  0.427  -3.138  -0.037  0.096
C  1.288  1.581  1.089  -0.093
C  0.717  2.127  -0.100  -0.073
C  1.288  1.458  -1.224  -0.092
H  0.022  2.962  -0.160  0.152
C  2.269  0.533  -0.733  -0.119
C  2.245  0.582  0.710  -0.126
H  2.825  -0.049  1.371  0.103
H  1.068  1.881  2.113  0.149
H  1.071  1.677  -2.274  0.145
H  2.990  -0.026  -1.330  0.132
Ti  0.235  -0.226  0.011  0.960
O  -2.238  1.034  1.687  0.246
C  -1.340  0.533  1.140  0.061

Its HOMO energy is -16.79 eV. The value obtained for the LUMO energy is -0.3692 Eh. As for the total charge: +2. For the molar mass, the calculation gives 298.636 g/mol. Its energy above the lowest of the compared OMol25 structures with the same formula, charge and spin is 0.0000 eV. The orbital gap comes out at 6.740 eV.

No. 4
# C15H19F18HgN4O13S6

A structure of composition C15H19F18HgN4O13S6 at a distorted geometry (wB97M-V/def2-TZVPD, OMol25).

Last column: Löwdin charge in e.
Cartesian coordinates (Å):
Hg  -27.484  21.906  6.555  0.900
C  -30.726  26.444  4.178  -0.577
F  -30.937  27.728  3.975  0.151
F  -31.703  25.951  4.990  0.112
F  -30.739  25.829  2.948  0.084
S  -28.989  26.249  5.057  0.626
O  -28.219  27.489  5.299  -0.277
O  -29.406  25.716  6.287  -0.312
N  -28.151  25.035  4.217  -0.258
S  -27.537  25.850  3.041  0.558
O  -28.311  26.957  2.536  -0.272
O  -26.173  26.230  3.422  -0.249
C  -27.319  24.620  1.602  -0.688
F  -28.198  24.836  0.642  0.144
F  -26.171  24.893  1.010  0.136
F  -27.251  23.335  1.877  0.154
C  -23.937  25.467  11.537  -0.640
F  -23.362  24.323  11.422  0.167
F  -24.996  25.231  12.319  0.128
F  -23.150  26.450  12.064  0.124
S  -24.754  25.900  9.754  0.724
O  -25.337  24.675  9.163  -0.314
O  -25.749  26.938  10.074  -0.327
N  -23.516  26.782  8.878  -0.218
S  -22.286  25.782  8.885  0.588
O  -21.447  25.590  10.095  -0.280
O  -22.566  24.461  8.346  -0.253
C  -21.055  26.680  7.697  -0.538
F  -19.925  25.970  7.672  0.144
F  -21.607  26.806  6.407  0.078
F  -20.912  27.910  8.294  0.088
C  -24.874  17.147  7.870  -0.661
F  -25.552  17.227  8.971  0.172
F  -23.819  16.354  8.218  0.099
F  -25.411  16.627  6.802  0.161
S  -24.158  18.933  7.449  0.716
O  -24.914  19.849  8.297  -0.382
O  -22.687  18.808  7.582  -0.306
N  -24.777  19.364  5.845  -0.301
S  -23.979  18.536  4.776  0.542
O  -23.268  17.321  5.249  -0.307
O  -24.914  18.283  3.729  -0.293
C  -22.758  19.964  4.223  -0.546
F  -23.436  21.174  4.261  0.075
F  -21.770  20.078  5.078  0.154
F  -22.322  19.681  2.920  0.068
C  -31.170  21.131  9.766  -0.030
C  -32.057  20.523  8.628  -0.459
C  -33.166  21.585  8.141  -0.107
C  -33.961  21.155  6.822  -0.133
C  -32.848  20.934  5.722  -0.121
C  -31.793  19.806  6.090  -0.425
N  -31.155  20.211  7.479  -0.080
O  -30.122  19.335  7.756  -0.042
C  -32.443  18.388  6.044  -0.025
C  -30.765  19.920  4.917  -0.044
C  -32.804  19.309  9.228  -0.041
H  -31.839  21.741  10.372  0.083
H  -30.469  21.811  9.282  0.072
H  -30.489  20.487  10.323  0.083
H  -33.923  21.701  8.917  0.104
H  -32.723  22.580  8.093  0.111
H  -34.755  21.878  6.635  0.103
H  -34.436  20.210  7.085  0.082
H  -32.349  21.875  5.493  0.116
H  -33.343  20.459  4.875  0.105
H  -32.768  18.209  5.019  0.088
H  -31.702  17.646  6.342  0.079
H  -33.324  18.220  6.663  0.064
H  -30.366  20.934  4.927  0.060
H  -29.976  19.167  4.915  0.083
H  -31.340  19.740  4.009  0.083
H  -32.197  18.449  9.509  0.083
H  -33.569  18.922  8.554  0.052
H  -33.319  19.598  10.144  0.087
H  -30.508  18.461  7.668  0.077

Its HOMO energy is -7.36 eV. The value obtained for the LUMO energy is -0.1962 Eh. As for the total charge: -1. For the molar mass, the calculation gives 1198.288 g/mol. Its energy above the lowest of the compared OMol25 structures with the same formula, charge and spin is 11.0520 eV. The orbital gap comes out at 2.018 eV.

No. 5
# C15H19F3N4O

An isolated molecule of C15H19F3N4O at a distorted geometry (wB97M-V/def2-TZVPD, OMol25).

Last column: Löwdin charge in e.
Cartesian coordinates (Å):
O  2.686  0.545  3.289  0.058
F  0.004  0.649  -7.279  0.142
F  -1.398  -0.995  -6.994  0.113
F  0.630  -1.163  -6.124  0.099
N  -2.013  1.246  -5.304  0.125
N  -0.414  0.182  -3.951  0.189
C  1.624  0.228  3.805  -0.469
C  -0.947  0.429  -5.146  -0.210
C  -2.590  1.753  -4.234  -0.118
C  -0.962  0.709  -2.847  -0.251
C  -2.084  1.515  -2.967  0.008
N  -0.347  0.325  -1.631  -0.047
N  0.726  -0.606  3.242  -0.074
C  -0.404  -0.270  -6.387  -0.494
C  1.232  0.504  5.248  -0.082
C  -0.352  -1.041  4.160  -0.114
C  0.846  -0.572  -1.703  -0.145
C  -0.434  1.175  -0.428  -0.144
C  1.092  -1.380  2.054  -0.109
C  -0.158  -0.116  5.396  -0.148
C  1.128  -1.332  -0.394  -0.153
C  -0.243  0.414  0.875  -0.127
C  1.027  -0.449  0.835  -0.318
H  -3.496  2.313  -4.350  0.108
H  -2.613  1.909  -2.115  0.097
H  1.248  1.568  5.462  0.115
H  1.930  0.068  5.964  0.122
H  -1.327  -0.977  3.726  0.100
H  -0.203  -2.112  4.414  0.126
H  0.699  -1.373  -2.474  0.124
H  1.716  0.010  -2.034  0.123
H  0.291  1.951  -0.496  0.116
H  -1.420  1.675  -0.407  0.114
H  0.405  -2.206  1.976  0.120
H  2.113  -1.778  2.197  0.143
H  -0.892  0.711  5.425  0.115
H  -0.240  -0.695  6.300  0.098
H  0.356  -2.128  -0.265  0.127
H  2.129  -1.790  -0.471  0.130
H  -1.129  -0.196  1.092  0.125
H  -0.141  1.124  1.708  0.122
H  1.925  0.177  0.835  0.144

The SMILES is O=C1CCCN1CC1CCN(c2ccnc(C(F)(F)F)n2)CC1. Its HOMO energy is -8.78 eV. The value obtained for the LUMO energy is 0.0189 Eh. As for the total charge: 0. For the molar mass, the calculation gives 328.338 g/mol. Its energy above the lowest of the compared OMol25 structures with the same formula, charge and spin is 0.0000 eV. The orbital gap comes out at 9.295 eV.

orbital gap of number 2 (C15H19Cl3N2O3S)? 8.259 eV

What is the orbital gap in the first record? 7.011 eV

Which formula does entry 3 have? C15H19ClOTi